Molecular formula: C3H5N3S
Method: DFT, ωB97M-V/def2-TZVPD

```
12
Properties=species:S:1:pos:R:3:forces:R:3
C -1.08785 1.37330 -0.01341 -1.92 -3.20 0.16
C -1.67705 0.04613 -0.12052 1.62 3.22 -0.15
C 1.79906 -0.39756 -0.00700 0.33 -1.21 0.73
N 0.14354 1.23893 0.30488 3.24 2.15 0.59
N -0.59751 -0.80057 0.02699 1.69 1.37 0.61
N 0.50090 -0.05098 0.49358 -2.73 -2.29 -0.01
S -3.15129 -0.64012 -0.13387 -2.62 -0.81 -0.25
H -1.44885 2.36977 -0.05537 -0.83 0.36 -0.26
H 2.29363 0.51718 0.28364 1.22 -0.32 -0.20
H 2.23488 -1.41502 0.33845 -0.83 2.00 -0.02
H 1.63304 -0.46579 -1.05091 0.64 0.07 -1.43
H -0.64250 -1.77527 -0.06647 0.19 -1.34 0.22
```
Forces are in eV/Å.

Summary:
DFT total energy   -18492.712 eV
Spin multiplicity   3
ΔE to the lowest compared entry with this formula, charge and spin   0.0 kcal per mole
HOMO (alpha / beta)   -5.8 / -8.8 eV